C32H25N6NaO3S as an isolated structure at a distorted geometry. Source: OMol25; level of theory: ωB97M-V with the def2-TZVPD basis set.

```
68
Properties=species:S:1:pos:R:3
C 1.13 2.86 4.62
C 1.41 -2.19 -0.74
C 1.24 3.85 3.65
C 1.62 2.36 -6.79
H -0.36 -2.18 5.79
H 2.13 4.46 3.62
O -1.88 0.72 -2.03
C 3.74 -2.88 -0.70
C -0.27 -3.31 0.60
C -1.02 2.19 3.78
C -0.91 3.17 2.77
H -1.71 3.27 2.03
H -3.47 1.81 -3.56
H 0.24 -3.19 1.52
N -2.52 -1.80 2.60
N -3.77 -2.46 2.81
N 0.76 0.13 -3.21
C -0.21 0.89 -3.76
H -0.05 1.17 5.44
C 2.97 -1.16 -2.25
H -0.18 -4.31 0.08
C 0.22 3.98 2.74
S -3.83 -2.49 0.08
C 0.53 4.82 1.61
H 3.31 -0.47 -3.04
C 1.66 -0.62 2.95
H -5.37 -4.22 2.55
Na -1.48 -0.67 -0.36
H -1.86 1.46 3.64
N 0.58 -0.51 -2.10
H 0.66 3.68 -8.29
H -1.34 -3.18 0.68
H 2.17 1.26 -5.05
N -5.59 -3.51 1.85
H 2.14 -3.71 0.48
C 0.04 1.46 -5.10
C 0.32 -0.92 2.67
N 0.91 5.43 0.71
H -2.30 -2.46 4.50
C -4.40 -2.77 1.71
O -0.11 -0.51 1.51
C -1.85 -1.92 3.68
C 3.98 -1.96 -1.76
C 0.03 1.97 4.69
H -5.86 -3.88 1.00
C -0.99 2.11 -5.84
H 4.98 -1.91 -2.17
C -2.48 1.76 -4.01
H 2.24 -0.26 2.14
H 2.67 2.61 -7.08
H -3.11 2.63 -5.83
H 1.97 -1.42 6.24
O 0.11 -2.37 -0.43
C -0.43 -1.52 3.75
H 4.53 -3.55 -0.39
C 0.56 3.02 -7.45
C -1.47 1.07 -3.19
C 2.45 -2.98 -0.26
C -0.72 2.87 -7.00
H 3.26 -0.43 4.32
C 2.22 -0.76 4.19
C -2.32 2.15 -5.30
H 1.88 2.61 5.41
C 1.50 -1.30 5.25
H -1.55 3.27 -7.58
C 1.69 -1.19 -1.71
C 1.37 1.69 -5.62
C 0.20 -1.77 4.96
```

For the HOMO energy, the calculation gives -1.52 eV. For the total energy, the calculation gives -2349.1928 a.u. As for the strongest force on any atom: 3.464 eV/A. Its net charge is -2. The gap between HOMO and LUMO is 5.54 eV. Its spin multiplicity is 1. The calculation puts the LUMO energy at 4.022 eV.

Atomic partial charges in e from the Mulliken method, atoms 1 to 6: -0.381 0.963 -0.551 -0.752 0.261 0.404


C32H26AlBeCaCl3F2NO8 as an isolated structure at a distorted geometry. Source: OMol25; level of theory: ωB97M-V with the def2-TZVPD basis set.

```
75
Properties=species:S:1:pos:R:3
H -8.98 -3.96 -3.89
C 2.44 4.62 3.53
C -7.53 -4.22 -5.44
H -4.19 -4.59 -4.96
H 1.62 -0.47 0.10
C -5.24 -4.45 -4.72
Al -0.26 4.09 -2.04
H 7.95 4.65 2.74
H -6.18 -3.63 2.75
O 6.57 4.65 5.10
C -6.81 -3.77 0.70
H 2.54 2.07 -2.93
C 2.09 3.07 -3.05
H 2.17 3.35 -4.11
C 0.94 -2.86 -2.25
H 1.02 3.14 -2.68
C -7.00 -4.14 -3.10
O 3.86 4.59 -2.85
H 2.34 -3.51 -3.78
O -8.61 -3.80 -1.43
C 2.40 4.67 2.03
C -3.04 -1.03 3.01
O 5.56 1.99 3.57
C 3.17 -1.99 -2.54
C -5.08 -4.23 -0.91
Be 5.28 5.00 5.94
O 6.15 1.03 6.26
F 3.79 3.55 6.79
H -3.96 -1.22 2.46
C 3.83 4.80 -0.27
C 2.95 4.11 -2.27
N 7.11 5.24 2.86
C -6.42 -3.99 -0.61
O 2.60 4.46 -0.97
H 4.58 4.03 -0.52
C 6.28 4.88 3.93
C -7.44 -3.97 -1.69
H -3.08 -1.52 3.97
O -3.46 -4.64 -2.57
H -8.26 -4.18 -6.24
C 4.94 4.85 2.05
H 1.50 4.54 4.08
C 2.95 -1.14 -1.44
H -7.85 -3.57 0.94
F 3.92 -0.33 -1.05
Cl -1.69 -1.71 2.08
C -5.65 -4.34 -3.40
H -3.80 -4.09 2.23
C 0.74 -1.98 -1.14
H 5.77 0.96 5.38
C 3.71 4.66 4.23
H 0.14 -3.53 -2.59
Cl -2.85 0.71 3.25
H -3.10 -4.47 -0.11
O 6.83 4.95 0.53
H -5.86 -4.47 -6.77
H -0.21 -1.98 -0.62
Cl -0.10 -4.41 -0.99
H 6.08 2.58 4.11
C -7.93 -4.10 -4.12
H 3.87 4.59 5.33
C -4.14 -4.27 0.12
C -4.64 -4.42 -2.32
C -6.18 -4.39 -5.74
C 6.38 5.00 1.62
C 1.75 -1.14 -0.75
H 4.27 5.76 -0.60
C -4.53 -4.06 1.43
H 1.45 4.64 1.48
C 4.89 4.79 3.44
C -5.87 -3.80 1.72
C 3.69 4.77 1.27
Ca 3.51 2.37 2.41
H 4.12 -1.96 -3.06
C 2.18 -2.85 -2.94
```

For the HOMO energy, the calculation gives -13.19 eV. For the total energy, the calculation gives -4405.3787 a.u. As for the strongest force on any atom: 5.115 eV/A. Its net charge is +3. The gap between HOMO and LUMO is 1.42 eV. Its spin multiplicity is 1. The calculation puts the LUMO energy at -11.777 eV.

Atomic partial charges in e from the Mulliken method, atoms 1 to 6: 0.494 -0.938 -0.498 0.446 0.414 -0.524


Look up the strongest force on any atom of the second one.
5.115 eV/A